{"formula": "C24H28CrN3O5Si", "method": "ωB97M-V/def2-TZVPD", "relative_energy_ev": 0.000, "s_squared": 6.062, "gap_ha": [0.1375, 0.2362], "total_charge": -1, "multiplicity": 5, "lumo_energy_ev": [2.3, 2.3], "species": ["Cr", "C", "O", "C", "C", "C", "C", "C", "C", "N", "N", "C", "O", "C", "C", "C", "C", "C", "C", "C", "O", "H", "H", "H", "H", "H", "H", "H", "H", "H", "H", "H", "H", "O", "C", "C", "C", "C", "C", "C", "N", "H", "H", "H", "H", "H", "H", "H", "C", "Si", "C", "C", "O", "H", "H", "H", "H", "H", "H", "H", "H", "H"], "coordinates": [[-0.19788, -0.31862, -0.35348], [0.81127, -2.08022, -4.35895], [1.44008, -3.18385, -3.75729], [2.20848, -2.95891, -2.62324], [3.42504, -3.64478, -2.60000], [4.25021, -3.53068, -1.48965], [3.88445, -2.71648, -0.44271], [2.66656, -1.99057, -0.43742], [2.41030, -1.14666, 0.66154], [1.37132, -0.31381, 0.77227], [1.27888, 0.45021, 1.89685], [0.21163, 1.19284, 1.85422], [-0.62968, 1.19131, 0.84304], [-0.07122, 2.10086, 2.98171], [-1.16175, 2.96974, 2.92219], [-1.43812, 3.82570, 3.97652], [-0.63419, 3.82763, 5.10757], [0.44978, 2.95857, 5.17530], [0.72788, 2.10269, 4.12741], [1.77553, -2.17198, -1.55487], [0.56175, -1.63202, -1.58004], [0.78969, -2.27784, -5.43432], [1.36127, -1.15220, -4.17456], [-0.21895, -1.96133, -4.01054], [3.68625, -4.25455, -3.45247], [5.18805, -4.07114, -1.45475], [4.53794, -2.60962, 0.41387], [3.12182, -1.13241, 1.48278], [-1.78733, 2.94857, 2.04244], [-2.29048, 4.49094, 3.91650], [-0.85315, 4.49192, 5.93434], [1.07690, 2.94482, 6.05890], [1.56166, 1.41677, 4.17268], [-1.58780, -0.38129, -2.11270], [-1.38750, 0.64919, -3.05461], [-0.16618, 1.49162, -2.76282], [0.17769, 2.56382, -3.57437], [1.30602, 3.30164, -3.25564], [2.05934, 2.95333, -2.13441], [1.64731, 1.88439, -1.36678], [0.55522, 1.16747, -1.68189], [-0.98066, -1.13186, -2.32167], [-2.27692, 1.28577, -3.03173], [-1.30251, 0.23298, -4.06656], [-0.43306, 2.80755, -4.43366], [1.59738, 4.14147, -3.87164], [2.94580, 3.50249, -1.85497], [2.17036, 1.56536, -0.47463], [-2.35856, -1.20211, 3.24992], [-2.64468, -1.42491, 1.40112], [-3.64837, -3.00690, 1.16309], [-3.72188, 0.00002, 0.78310], [-1.24955, -1.54664, 0.61240], [-3.28981, -1.18530, 3.81768], [-1.82183, -0.27375, 3.44731], [-1.74391, -2.02154, 3.62528], [-4.60125, -2.95561, 1.69115], [-3.09979, -3.87105, 1.53688], [-3.85428, -3.17828, 0.10640], [-4.66086, 0.06957, 1.33571], [-3.95952, -0.14234, -0.27361], [-3.18421, 0.94003, 0.88580]]}

***

{"formula": "C11H10N2O2", "method": "ωB97M-V/def2-TZVPD", "relative_energy_ev": 6.145, "smiles": "CN(O)/C=c1/ccc2c(n1)C(=O)C=CC=2", "gap_ha": 0.2129, "multiplicity": 1, "lumo_energy_ev": -1.3, "species": ["O", "N", "O", "C", "C", "C", "C", "C", "C", "C", "C", "C", "C", "N", "C", "H", "H", "H", "H", "H", "H", "H", "H", "H", "H"], "coordinates": [[0.79450, 1.31083, -2.45352], [-0.34713, 0.06988, -0.28631], [-1.89285, -3.98303, -1.07421], [0.83954, 1.85973, -1.32804], [0.51242, 1.05328, -0.04211], [1.85100, 2.83950, -1.10095], [2.35191, 3.10886, 0.08665], [1.92820, 2.44060, 1.32705], [0.57629, 0.41498, 2.40355], [1.06304, 1.33947, 1.29481], [-0.23091, -0.55400, 2.06153], [-0.64413, -0.87690, 0.70428], [-1.34861, -2.09141, 0.49824], [-1.60760, -2.59653, -0.79027], [-1.85810, -1.73346, -1.98301], [-2.80358, -4.20738, -0.66024], [2.25858, 3.26780, -1.99739], [2.82742, 4.14073, 0.21402], [2.49134, 2.75939, 2.27056], [0.97664, 0.30066, 3.42759], [-0.53522, -1.21072, 2.94950], [-1.33238, -2.94718, 1.24262], [-2.57576, -2.32596, -2.74656], [-2.35413, -0.88585, -1.46089], [-0.94049, -1.49327, -2.55689]]}